11
Properties=species:S:1:pos:R:3 method="wB97M-V/def2-TZVPD" total_charge=0 homo_energy_ev=-9.714 e_lumo_ev=0.737 multiplicity=1
C 0.06870 -0.69245 -0.55154
C -1.06728 0.17213 -0.02852
H 1.21292 0.75618 -1.57861
H 1.49874 0.62554 -0.00504
H -0.31998 -1.08197 -1.51496
H 0.32416 -1.44748 0.14303
H -1.98531 0.33234 -0.61941
H 0.41457 -0.10166 1.85453
N 1.30344 0.08341 -0.81896
N -1.25875 0.69510 1.12867
O -0.19122 0.65887 1.99081

---

7
Properties=species:S:1:pos:R:3 method="wB97M-V/def2-TZVPD" total_charge=-1 homo_energy_ev=-5.720 smiles="N#COS(=O)(=O)[O-]" e_lumo_ev=4.043 multiplicity=1
N 2.48607 -0.41980 0.29731
C 1.58253 0.25654 0.07446
O 0.54333 0.77088 -0.52492
S -0.89384 -0.02867 -0.05172
O -0.60423 -1.41235 0.22331
O -1.79334 0.15582 -1.15998
O -1.32052 0.67758 1.14154

---

67
Properties=species:S:1:pos:R:3 method="wB97M-V/def2-TZVPD" total_charge=-1 homo_energy_ev=-5.175 e_lumo_ev=2.355 multiplicity=1
Li -0.30030 -0.59596 0.20213
C 3.55352 0.69877 -0.59317
P 2.33886 0.30420 0.74579
C 2.47605 -1.52943 0.79326
C 3.05234 -2.31680 1.78605
C 2.98995 -3.70135 1.71514
C 2.35693 -4.32569 0.64934
C 1.78598 -3.55340 -0.35234
C 1.83978 -2.16847 -0.27853
C 3.07495 0.93689 2.29079
C 2.75646 0.43616 3.55454
C 3.26716 1.02915 4.70114
C 4.08068 2.15099 4.61484
C 4.35088 2.69847 3.36791
C 3.84273 2.10185 2.22394
P 5.37276 0.34307 -0.71498
C 6.17994 1.93121 -0.26803
C 7.35620 1.95881 0.48325
C 8.03629 3.14737 0.70888
C 7.56652 4.33834 0.17539
C 6.41864 4.32200 -0.60451
C 5.74260 3.13252 -0.83097
C 5.79217 -0.75620 0.69212
C 5.98140 -2.09820 0.36380
C 6.30909 -3.03581 1.33352
C 6.47314 -2.63690 2.65070
C 6.30224 -1.30046 2.99186
C 5.96093 -0.36919 2.02302
H 3.40841 1.74980 -0.85365
H 3.10231 0.17989 -1.44404
H 3.58108 -1.85674 2.60879
H 3.45373 -4.29398 2.49525
H 2.30503 -5.40674 0.60181
H 1.27572 -4.02067 -1.18507
H 1.36687 -1.57504 -1.06146
H 2.08601 -0.40647 3.64648
H 3.01678 0.61397 5.67034
H 4.48169 2.60637 5.51209
H 4.96150 3.58891 3.27868
H 4.06524 2.54736 1.26377
H 7.74689 1.04242 0.90645
H 8.93847 3.13806 1.30852
H 8.09476 5.26636 0.35442
H 6.04536 5.23858 -1.04459
H 4.85970 3.15357 -1.45858
H 5.86416 -2.41036 -0.66783
H 6.43245 -4.07564 1.05754
H 6.73437 -3.36314 3.41116
H 6.42386 -0.97972 4.01959
H 5.82598 0.66558 2.31061
C -1.13075 1.96418 1.64380
C -1.25593 0.62855 2.29026
N -0.31762 -0.29479 2.38442
C -0.91604 -1.38567 2.98756
C -2.21799 -1.11494 3.25569
N -2.41478 0.17866 2.82436
H -1.42070 1.91618 0.58613
H -0.10161 2.31020 1.72256
H -1.78675 2.68398 2.13693
H -0.36668 -2.29691 3.16480
H -3.00755 -1.70756 3.68175
H -3.29805 0.64738 2.73025
O -0.02777 0.22924 -1.44794
Se -1.69029 0.08004 -1.65909
O -2.38971 1.53763 -1.42263
O -2.02420 -0.90585 -0.34572
O -2.07333 -0.61852 -3.07030

---

Values for relative energy (zero: lowest compared OMol25 entry of this formula, charge and spin), kcal/mol, ordered as above
74.7 0.0 0.4